Version w
Molecular formula: C4H4O
Method: DFT, wB97M-V/def2-TZVPD

Each line ends with the Mulliken charge.
Element x y z (Å)
C  -1.3061  -0.0479  1.8739  0.357
C  -0.4838  -0.2570  1.0173  -0.660
C  0.4592  -0.4851  -0.0564  -0.097
C  0.5840  0.4320  -1.2142  -0.430
O  1.5180  0.4435  -0.1609  -0.387
H  -2.0802  0.1325  2.5907  0.406
H  0.4861  -1.4153  -0.6022  0.281
H  -0.2160  1.1492  -1.3130  0.268
H  1.0389  0.0482  -2.1351  0.263

Values from the calculation:
Charge ... 0
SMILES string ... C#C[C@H]1CO1
Highest occupied orbital energy ... -9.797 eV
Orbital gap ... 10.87 eV


Version x
Molecular formula: C4H4O
Method: DFT, wB97M-V/def2-TZVPD

Each line ends with the Mulliken charge.
Element x y z (Å)
C  -1.0043  0.8097  0.2623  0.043
C  -1.3296  -0.1050  -0.6162  -0.070
C  2.6755  0.5117  -0.1246  0.061
C  -0.2424  -0.4324  0.1485  -0.622
O  3.7430  -0.0366  -0.0117  -0.378
H  -1.2153  1.7436  0.7402  0.335
H  -1.8980  -0.5443  -1.4339  0.320
H  2.0215  0.7402  0.8379  0.193
H  1.8862  0.5524  -1.3374  0.119

Values from the calculation:
Charge ... 0
Highest occupied orbital energy ... -9.586 eV
Orbital gap ... 10.17 eV


Most stable: version w (next structure +243.3 kJ/mol)


Version w
Molecular formula: C4H4O
Method: DFT, wB97M-V/def2-TZVPD

Each line ends with the Mulliken charge.
Element x y z (Å)
C  0.8766  0.0066  -0.9545  -0.252
C  1.1043  -1.3201  -0.7386  -0.183
C  -0.6058  -0.2215  0.8572  -0.102
C  -0.1399  0.6220  -0.2825  -0.218
O  -0.0844  -1.4514  0.8276  -0.507
H  1.6111  0.4316  -1.6614  0.351
H  -0.3014  0.4405  1.6514  0.293
H  -1.7415  -0.0781  0.7520  0.248
H  -0.7189  1.5704  -0.4512  0.369

Values from the calculation:
Charge ... 0
Highest occupied orbital energy ... -9.776 eV
Orbital gap ... 8.51 eV


Version x
Molecular formula: C4H4O
Method: DFT, wB97M-V/def2-TZVPD

Each line ends with the Mulliken charge.
Element x y z (Å)
C  -1.1759  0.6550  -0.0162  -0.808
C  -0.3597  -0.7064  0.0191  0.213
C  1.0198  -0.5953  0.1059  -0.101
C  2.2027  -0.3241  -0.0452  0.002
H  -1.5097  0.7430  1.0944  0.242
H  -2.0511  0.5308  -0.6709  0.281
H  -0.4506  1.5102  -0.3713  0.287
H  3.2218  -0.0139  -0.0810  0.397
O  -0.8972  -1.7991  -0.0349  -0.513

Values from the calculation:
Charge ... 0
SMILES string ... C#CC(C)=O
Highest occupied orbital energy ... -10.192 eV
Orbital gap ... 10.28 eV


Most stable: version x (next structure +314.3 kJ/mol)


Version w
Molecular formula: C7H14N2O5
Method: DFT, wB97M-V/def2-TZVPD

Each line ends with the Mulliken charge.
Element x y z (Å)
C  1.6146  -1.2316  -0.1448  -0.422
C  0.5407  -0.5174  0.6831  0.496
C  1.1367  -1.4602  -1.6702  0.183
C  2.1924  -2.0416  -2.6118  -1.161
C  -0.6702  1.4475  1.2707  -0.238
C  -2.0693  1.2255  0.5285  0.821
C  -0.2834  2.8639  1.3096  -0.918
H  2.9585  -2.7908  0.2798  0.293
H  1.0621  -2.9510  0.7998  0.306
H  2.4716  -0.4661  -0.1629  0.392
H  0.8881  -0.4616  -2.0863  0.391
H  0.2619  -3.1845  -1.5481  0.367
H  2.4284  -3.0040  -1.9324  0.234
H  3.1670  -1.5478  -2.6121  0.345
H  1.8452  -2.3626  -3.6685  0.258
H  1.1033  1.2366  -0.0324  0.343
H  -0.5795  0.9899  2.2354  0.441
H  0.8145  2.8696  1.6352  0.320
H  -0.9566  3.4503  1.8327  0.440
H  -1.0281  3.3105  -0.4657  0.324
H  -1.8077  -0.6844  0.9471  0.441
N  1.9835  -2.3834  0.6638  -0.584
N  0.3450  0.7638  0.4705  -0.052
O  -0.1366  -1.2195  1.4301  -0.780
O  0.0643  -2.2778  -1.7849  -0.574
O  -2.6838  2.1051  -0.0141  -0.593
O  -0.1836  3.3491  -0.0587  -0.555
O  -2.5225  -0.0548  0.5087  -0.518

Values from the calculation:
Charge ... 0
SMILES string ... C[C@@H](O)[C@H](N)C(=O)N[C@@H](CO)C(=O)O
Highest occupied orbital energy ... -9.496 eV
Orbital gap ... 10.02 eV


Version x
Molecular formula: C7H14N2O5
Method: DFT, wB97M-V/def2-TZVPD

Each line ends with the Mulliken charge.
Element x y z (Å)
C  1.4032  -0.6415  0.4242  0.302
C  0.2206  -0.7410  1.4371  -0.290
C  1.9205  0.7693  0.2193  0.292
C  3.3541  0.8071  -0.1995  -1.542
C  -1.7453  0.1350  -0.0215  0.615
C  -2.0684  1.5731  0.3760  0.124
C  -2.9310  -0.6623  -0.4662  -0.880
H  1.8210  -1.5295  -1.3912  0.235
H  0.3237  -1.8509  -0.8190  0.165
H  2.2146  -1.3144  0.7992  0.617
H  1.7755  1.3692  1.1195  0.404
H  0.7205  0.5604  -1.2435  0.451
H  3.7794  1.8032  -0.4034  0.360
H  3.9028  0.2839  0.6128  0.376
H  3.5394  0.2145  -1.1020  0.331
H  -1.6904  -0.6529  1.9881  0.278
H  -1.0595  0.0736  -0.8634  0.256
H  -3.6230  -0.8955  0.3432  0.397
H  -3.4682  -0.1512  -1.3065  0.350
H  -3.0889  -2.4844  -1.2364  0.313
H  -0.3023  2.2268  -0.4258  0.558
N  1.0323  -1.1122  -0.8669  -0.668
N  -1.1030  -0.4120  1.1663  -0.049
O  0.5264  -1.1894  2.4889  -0.629
O  1.0513  1.3340  -0.7283  -0.744
O  -3.0777  1.9142  0.9161  -0.567
O  -2.3495  -1.9134  -0.9353  -0.517
O  -1.0783  2.4864  0.1183  -0.538

Values from the calculation:
Charge ... 0
SMILES string ... C[C@@H](O)[C@H](N)C(=O)N[C@@H](CO)C(=O)O
Highest occupied orbital energy ... -9.748 eV
Orbital gap ... 10.17 eV


Version y
Molecular formula: C7H14N2O5
Method: DFT, wB97M-V/def2-TZVPD

Each line ends with the Mulliken charge.
Element x y z (Å)
C  2.4607  -0.4091  0.5002  0.411
C  1.2232  0.3807  0.0993  0.583
C  3.5850  -0.1890  -0.4130  -0.838
C  -1.2131  0.3834  -0.3991  -0.130
C  -1.1135  1.7639  0.2940  0.332
C  -2.3583  -0.6059  0.2093  0.323
C  -3.6909  -0.3535  -0.3831  -1.537
H  1.4883  -2.0267  1.2582  0.279
H  2.4465  -2.2716  -0.3055  0.284
H  2.9512  0.1296  1.3938  0.195
H  3.5115  -0.6654  -1.4325  0.330
H  4.5529  -0.5850  -0.1441  0.367
H  3.1095  1.7251  -0.4925  0.418
H  -0.0675  -1.2133  0.7094  0.223
H  -1.1914  0.4598  -1.4602  0.515
H  -2.3218  -0.3085  1.3227  0.229
H  -3.0249  -2.3454  -0.1696  0.342
H  -3.6095  -0.3469  -1.5325  0.336
H  -4.4752  -1.0797  -0.1170  0.447
H  -4.2086  0.6074  -0.1023  0.306
H  -1.2437  3.5554  0.2306  0.441
N  2.3585  -1.8376  0.6760  -0.681
N  0.0507  -0.2802  0.0519  -0.115
O  1.2798  1.5822  -0.1401  -0.781
O  3.9205  1.2030  -0.5959  -0.601
O  -0.5832  1.9357  1.4367  -0.645
O  -2.1483  -1.9320  -0.1673  -0.538
O  -1.6881  2.7235  -0.3274  -0.497

Values from the calculation:
Charge ... 0
SMILES string ... C[C@@H](O)[C@H](NC(=O)[C@@H](N)CO)C(=O)O
Highest occupied orbital energy ... -9.372 eV
Orbital gap ... 9.81 eV


Most stable: version x (next structure +97.5 kJ/mol)


Version w
Molecular formula: H18NO7
Method: DFT, wB97M-V/def2-TZVPD

Each line ends with the Mulliken charge.
Element x y z (Å)
N  -0.6983  0.6764  -0.1390  -0.451
H  -0.9923  -0.3126  -0.1460  0.320
H  0.3587  0.9844  0.0120  0.270
H  -1.1523  1.2664  0.5040  0.390
H  -0.7643  0.9474  -1.1860  0.403
O  2.4807  0.2794  1.8090  -0.626
H  2.7737  -0.5566  1.9520  0.318
H  3.1937  0.8514  1.3580  0.299
O  1.5517  -1.8756  -0.2000  -0.594
H  2.4027  -2.1616  -0.6250  0.292
H  1.6457  -1.0076  0.2280  0.332
O  2.3287  1.7834  -1.4490  -0.624
H  3.1927  1.5984  -0.8430  0.303
H  2.7127  1.2894  -2.1950  0.337
O  -0.9343  -0.9426  2.2530  -0.598
H  -0.6033  -1.8456  2.1210  0.341
H  -0.4823  -0.8416  3.1020  0.264
O  -1.3163  -1.5016  -2.5390  -0.690
H  -2.3763  -1.7276  -2.7840  0.359
H  -0.9523  -2.3866  -2.1290  0.330
O  -0.8433  3.7324  -0.4530  -0.604
H  -1.1663  4.2774  0.2080  0.314
H  -1.5213  3.4344  -0.9440  0.299
O  -3.0273  -1.6766  0.3800  -0.622
H  -2.8883  -1.5846  1.3320  0.298
H  -2.9223  -2.7006  0.3740  0.339

Values from the calculation:
Charge ... +1
Highest occupied orbital energy ... -14.457 eV
Orbital gap ... 11.30 eV


Version x
Molecular formula: H18NO7
Method: DFT, wB97M-V/def2-TZVPD

Each line ends with the Mulliken charge.
Element x y z (Å)
N  2.1703  -0.5330  -0.0020  -0.372
H  1.4136  -0.5591  -0.7327  0.304
H  2.9457  -1.1755  -0.1597  0.350
H  2.4748  0.4446  -0.0872  0.360
H  1.6502  -0.6002  0.8657  0.343
H  -1.2519  -0.2765  1.1655  0.392
H  -1.3631  0.7599  2.3554  0.323
O  -1.4094  0.6647  1.3979  -0.740
H  2.8840  -3.4878  1.8621  0.307
H  4.1912  -3.8587  1.1077  0.318
O  3.4843  -3.2095  1.1651  -0.610
H  0.0421  1.5668  0.9620  0.352
H  0.7673  2.5937  0.2289  0.345
O  0.9515  1.7313  0.6307  -0.609
H  -2.4803  1.9591  -1.2272  0.433
H  -2.2566  2.3845  -2.7603  0.272
O  -1.8487  2.0566  -1.9584  -0.739
H  -1.1808  -2.2613  -0.1999  0.301
H  -0.8511  -2.5866  1.2846  0.286
O  -0.8044  -1.9002  0.6118  -0.612
H  0.5840  -0.2924  -2.8595  0.299
H  -0.3129  0.2574  -1.7726  0.356
O  0.2243  -0.5249  -1.9926  -0.699
H  -3.1403  1.5457  0.2488  0.333
H  -3.5247  3.0302  0.2169  0.326
O  -3.3592  2.2710  -0.3510  -0.620

Values from the calculation:
Charge ... +1
Highest occupied orbital energy ... -13.084 eV
Orbital gap ... 10.08 eV


Most stable: version x (next structure +196.1 kJ/mol)


Version w
Molecular formula: C4H8NOS
Method: DFT, wB97M-V/def2-TZVPD

Each line ends with the Mulliken charge.
Element x y z (Å)
C  -0.4688  1.4984  0.9918  -0.886
N  -1.1477  0.3534  0.4101  -0.311
C  -0.3155  -0.6087  -0.2655  -0.113
C  0.8496  -1.2745  0.5042  -0.763
S  1.6701  -2.4004  -0.7223  -0.636
C  0.2824  0.0031  -1.5790  -0.067
O  -0.5023  0.3075  -2.4717  -0.585
H  -0.6154  1.5238  2.0738  0.259
H  -0.7828  2.4552  0.5634  0.318
H  0.6157  1.4223  0.8955  0.289
H  -1.9972  0.5583  -0.0950  0.271
H  -0.9193  -1.4481  -0.6111  0.301
H  0.4876  -1.8985  1.3084  0.307
H  1.5191  -0.5177  0.9226  0.220
H  1.3244  0.0258  -1.9252  0.397

Values from the calculation:
Charge ... -1
SMILES string ... CN[C@@H](C=O)C[S-]
Highest occupied orbital energy ... -2.698 eV
Orbital gap ... 6.48 eV


Version x
Molecular formula: C4H8NOS
Method: DFT, wB97M-V/def2-TZVPD

Each line ends with the Mulliken charge.
Element x y z (Å)
C  -0.1938  1.9474  0.1908  -0.710
N  -0.0989  0.6349  0.9271  -0.475
C  0.1292  -0.5830  0.2472  0.224
C  1.0307  -0.9035  -0.6700  -0.312
S  3.8636  -0.1621  -1.5947  -0.322
C  -1.2929  -1.4041  0.4683  -0.177
O  -2.2371  -0.7288  1.1136  -0.824
H  -0.1867  2.8705  0.7917  0.291
H  -1.0166  1.8280  -0.6891  0.225
H  0.8230  1.9925  -0.4069  0.223
H  -1.1475  0.4843  1.3916  0.367
H  -1.0584  -2.3732  0.9559  0.209
H  2.0481  -0.3015  -0.6743  -0.244
H  0.9872  -1.6133  -1.5232  0.332
H  -1.6499  -1.6880  -0.5279  0.194

Values from the calculation:
Charge ... -1
Highest occupied orbital energy ... -3.900 eV
Orbital gap ... 4.43 eV


Most stable: version w (next structure +502.8 kJ/mol)


Version w
Molecular formula: C4H8NOS
Method: DFT, wB97M-V/def2-TZVPD

Each line ends with the Mulliken charge.
Element x y z (Å)
C  -1.4688  0.8921  -0.6466  -0.819
N  -0.3567  0.1703  -1.2382  -0.407
C  0.6496  -0.3269  -0.3318  0.037
C  1.2257  0.6229  0.7142  -0.937
S  2.5137  -0.2644  1.7348  -0.620
C  0.0677  -1.5256  0.4884  -0.021
O  -0.1896  -2.5960  0.0023  -0.562
H  -1.2085  1.9157  -0.3617  0.241
H  -2.3209  0.9496  -1.3191  0.341
H  -1.7976  0.4270  0.2977  0.288
H  -0.7347  -0.5993  -1.7728  0.299
H  1.5369  -0.7323  -0.8287  0.289
H  1.7820  1.4426  0.2738  0.293
H  0.4606  0.8476  1.4561  0.270
H  -0.1593  -1.2232  1.5316  0.310

Values from the calculation:
Charge ... -1
SMILES string ... CN[C@H](C=O)C[S-]
Highest occupied orbital energy ... -2.720 eV
Orbital gap ... 6.39 eV


Version x
Molecular formula: C4H8NOS
Method: DFT, wB97M-V/def2-TZVPD

Each line ends with the Mulliken charge.
Element x y z (Å)
O  1.6084  1.1288  -1.2623  -0.506
C  1.5354  -0.2525  -1.0687  -0.503
N  1.3440  -1.2159  -0.0440  -0.691
C  0.2014  -0.4897  0.1698  0.734
C  -1.0172  0.0156  -0.6262  -0.738
S  -4.2460  0.2671  -0.4161  -0.541
C  0.2123  0.0146  1.6694  -1.152
H  2.0487  0.5652  -0.2455  0.414
H  1.8218  -0.7851  -1.9290  0.533
H  -1.9991  0.0110  -0.1824  -0.379
H  -1.1585  -0.5360  -1.5036  0.552
H  -1.0169  1.1270  -0.8301  0.314
H  -0.8213  -0.0009  2.0847  0.335
H  0.6314  -0.7186  2.3540  0.372
H  0.8556  0.8693  1.8302  0.255

Values from the calculation:
Charge ... -1
Highest occupied orbital energy ... -2.540 eV
Orbital gap ... 3.68 eV


Most stable: version w (next structure +923.8 kJ/mol)